Record 1
Computed, not measured: a 6-piece molecular cluster, C24H55Cl2F3O15P2 overall, with ωB97M-V/def2-TZVPD.

Computed properties:
E_LUMO = -1.138 eV
Net charge = 0
Highest occupied orbital energy = -0.3362 hartree
Orbital gap = 8.010 eV

Atoms and positions in Å:
Cl (0.23, 2.54, 5.08)
Cl (-2.52, 1.67, 3.58)
P (3.13, 6.45, 4.96)
P (0.29, 6.18, 4.50)
F (-3.36, 7.82, 4.45)
F (-1.93, 7.72, 6.36)
F (-2.65, 5.65, 5.16)
O (2.88, -6.99, 4.67)
O (1.73, 7.18, 4.22)
O (0.68, -0.37, 2.91)
O (2.99, 3.67, -6.00)
O (-3.11, -4.83, -2.55)
O (1.10, 3.90, -3.74)
O (-4.10, 0.84, -2.83)
O (-3.25, 2.47, -5.14)
O (-1.07, 7.24, 4.08)
O (1.14, -3.07, 1.81)
O (0.33, 4.93, 3.30)
O (0.24, 5.68, 6.00)
O (3.98, -6.67, 1.95)
O (-1.03, -2.83, -1.91)
O (3.12, 6.52, 6.55)
C (4.76, -6.62, 3.14)
C (-2.18, 7.06, 5.02)
C (-1.66, 3.26, 3.06)
C (1.80, -7.69, 4.06)
C (-5.14, 0.34, -3.66)
C (-0.25, -3.42, -2.95)
C (1.01, -1.89, 1.01)
C (-3.36, -3.58, -1.90)
C (-0.08, -3.45, 2.43)
C (-2.39, 2.10, -4.06)
C (-2.38, -5.74, -1.72)
C (-2.81, 0.76, -3.45)
C (-0.38, 3.71, 3.73)
C (2.18, 4.42, -2.99)
C (3.12, -5.54, 1.82)
C (-2.35, -2.51, -2.34)
C (0.94, 4.57, -5.00)
C (1.56, 3.76, -6.15)
C (4.15, -7.49, 4.25)
C (-2.38, 4.08, 1.81)
C (-4.25, 3.41, -4.75)
C (3.39, 2.43, -5.43)
C (1.25, -0.85, 4.12)
C (1.50, -0.65, 1.77)
H (2.63, -5.28, 2.76)
H (5.75, -7.01, 2.89)
H (3.07, 4.61, -3.61)
H (-3.81, 4.41, -4.71)
H (4.89, -5.58, 3.48)
H (-2.08, 3.48, 0.83)
H (1.12, 2.76, -6.22)
H (-2.38, -2.35, -3.42)
H (0.12, -2.64, -3.62)
H (-0.62, -2.60, 2.84)
H (-5.14, -0.75, -3.62)
H (-1.96, 5.18, 1.74)
H (-1.95, -6.51, -2.36)
H (-3.07, -6.20, -1.01)
H (2.55, -0.75, 2.06)
H (0.90, -7.07, 4.16)
H (1.63, -2.03, 0.12)
H (-1.57, -5.24, -1.18)
H (2.76, 2.13, -4.60)
H (3.37, 5.08, 4.59)
H (1.37, 4.29, -7.09)
H (-1.38, 1.99, -4.47)
H (2.45, 3.69, -2.22)
H (-2.36, 2.89, -3.30)
H (1.97, -7.88, 3.00)
H (-2.10, 0.49, -2.66)
H (3.69, -4.68, 1.45)
H (-2.80, -0.04, -4.20)
H (-0.71, -3.97, 1.70)
H (0.46, -0.90, 4.87)
H (2.02, -0.15, 4.46)
H (4.41, 2.55, -5.06)
H (-2.62, -1.56, -1.85)
H (-5.04, 3.40, -5.51)
H (1.64, -8.64, 4.58)
H (-6.09, 0.71, -3.29)
H (0.60, -3.93, -2.49)
H (0.15, -4.14, 3.25)
H (-0.14, 4.65, -5.18)
H (-4.69, 3.16, -3.79)
H (4.07, -8.54, 3.92)
H (-0.82, -4.16, -3.52)
H (-4.36, -3.26, -2.21)
H (1.35, 5.58, -4.96)
H (3.39, 1.65, -6.20)
H (-3.36, -3.70, -0.81)
H (-5.03, 0.65, -4.70)
H (1.88, 5.35, -2.50)
H (-3.56, 4.14, 1.92)
H (-0.03, -1.77, 0.68)
H (1.42, 0.22, 1.10)
H (2.35, -5.79, 1.08)
H (4.81, -7.46, 5.12)
H (1.69, -1.85, 4.01)
H (4.31, 7.21, 4.55)

Record 2
Computed, not measured: a 5-piece molecular cluster, C24H56N2O5S3 overall, with ωB97M-V/def2-TZVPD.

Computed properties:
Multiplicity = 2
E_LUMO (spin up / spin down) = -2.164 / -6.133 eV
Net charge = +1
Highest occupied orbital energy (spin up / spin down) = -0.3420 / -0.3420 hartree
Orbital gap (spin up / spin down) = 7.141 / 3.172 eV

Atoms and positions in Å:
S (7.01, -0.39, -0.97)
S (-2.17, -1.82, 0.24)
S (1.44, 0.82, 0.18)
O (-2.93, -2.01, -1.02)
O (8.40, 0.25, -0.90)
O (-3.99, 3.78, -4.59)
O (0.67, 0.81, 1.55)
O (1.20, 0.35, 4.24)
N (2.36, -0.34, 4.01)
N (-4.53, 2.55, -4.73)
C (-6.23, 3.27, -6.36)
C (0.38, 0.13, -1.19)
C (1.84, -2.13, 5.66)
C (3.66, 0.38, 4.32)
C (-3.87, 1.62, -3.82)
C (2.16, -1.86, 4.16)
C (0.96, -2.36, 3.21)
C (3.70, 1.73, 3.54)
C (7.20, -2.01, -1.80)
C (2.69, -0.52, 0.16)
C (4.73, -1.97, 4.28)
C (-2.71, -0.25, 1.08)
C (-2.69, -3.06, 1.52)
C (-2.39, 1.42, -4.35)
C (-6.01, 0.09, -4.01)
C (4.87, -0.52, 3.86)
C (3.79, 0.69, 5.80)
C (3.42, -2.60, 3.74)
C (6.90, -1.05, 0.82)
C (-6.33, 1.09, -5.20)
C (-5.98, 2.56, -4.96)
C (-6.82, 3.18, -3.80)
C (-4.44, 0.11, -3.98)
C (-4.09, 2.04, -2.33)
H (-1.85, 0.70, -3.74)
H (-6.25, 4.02, -3.41)
H (4.79, -2.11, 5.36)
H (0.08, -0.89, -0.99)
H (2.28, -1.49, 0.45)
H (-4.16, 1.15, -1.70)
H (3.46, -2.50, 2.65)
H (-3.37, 2.80, -2.00)
H (7.11, -0.27, 1.54)
H (-6.36, -0.92, -4.24)
H (-5.80, 0.72, -6.07)
H (-3.78, -3.10, 1.51)
H (-2.27, 1.06, -5.37)
H (4.86, 0.72, 5.99)
H (7.58, -1.91, 0.82)
H (-7.39, 1.20, -5.43)
H (-6.48, 0.45, -3.10)
H (-4.09, -0.61, -3.23)
H (-6.99, 2.45, -3.01)
H (-3.69, -0.27, 1.56)
H (8.08, -1.93, -2.44)
H (4.89, -0.39, 2.78)
H (7.59, -2.78, -1.12)
H (0.93, 0.52, 3.33)
H (-5.68, 2.78, -7.16)
H (-1.89, -0.08, 1.78)
H (-7.32, 3.33, -6.46)
H (-7.84, 3.42, -4.11)
H (-3.80, 3.98, -5.51)
H (-2.31, -2.86, 2.52)
H (6.32, -2.20, -2.41)
H (5.92, -1.52, 0.96)
H (0.85, 0.25, -2.17)
H (0.38, -3.19, 3.61)
H (5.59, -2.55, 3.93)
H (3.37, 1.62, 6.17)
H (4.70, 2.13, 3.69)
H (3.76, 1.54, 2.47)
H (3.44, -3.65, 4.03)
H (-0.56, 0.68, -1.22)
H (3.52, -0.33, 0.84)
H (-5.94, 4.32, -6.36)
H (2.77, -2.31, 6.18)
H (-2.40, -4.04, 1.15)
H (1.23, -2.58, 2.18)
H (1.30, -1.33, 6.16)
H (0.25, -1.56, 2.99)
H (-1.75, 2.31, -4.30)
H (-2.55, 0.61, 0.44)
H (3.44, -0.15, 6.40)
H (-4.14, -0.42, -4.88)
H (1.27, -3.06, 5.73)
H (2.95, 2.52, 3.62)
H (3.06, -0.54, -0.87)
H (5.82, -0.13, 4.23)
H (-5.11, 2.38, -2.18)

Record 3
Computed, not measured: a 4-piece molecular cluster, C24H57BFNO15P3 overall, with ωB97M-V/def2-TZVPD.

Computed properties:
E_LUMO = -1.196 eV
Net charge = -1
Highest occupied orbital energy = -0.1757 hartree
Orbital gap = 3.586 eV

Atoms and positions in Å:
P (4.66, 7.04, -2.74)
P (-3.85, 1.76, 6.64)
P (4.09, -6.71, -4.46)
F (-1.20, 0.65, -1.81)
O (4.59, -7.93, -3.35)
O (3.70, -5.56, -5.66)
O (-7.58, -0.70, 1.20)
O (-3.35, 3.40, 6.50)
O (5.42, 6.15, -1.59)
O (3.38, 5.89, -2.78)
O (-4.03, 1.67, 5.13)
O (-5.25, 2.24, 7.36)
O (2.20, 3.64, 0.51)
O (5.84, 8.28, -2.60)
O (2.88, -7.69, -4.97)
O (-4.28, 0.11, 6.87)
O (3.62, -5.82, -3.31)
O (5.13, 6.63, -4.14)
O (3.83, 2.58, 1.84)
N (-5.71, 0.05, 0.00)
C (-7.03, 1.76, 1.49)
C (-2.23, -1.58, 1.01)
C (1.89, 0.52, -0.21)
C (1.58, -4.06, -0.30)
C (-3.32, -0.51, 0.47)
C (2.16, 6.40, -3.31)
C (2.73, 2.51, 1.24)
C (1.77, -1.08, -0.20)
C (-1.94, 3.57, 6.35)
C (7.14, 8.03, -3.10)
C (-5.34, -0.42, 6.09)
C (3.19, -9.04, -5.31)
C (-0.55, -0.43, -2.52)
C (-5.16, 3.17, 8.44)
C (-4.84, -1.00, 0.68)
C (-6.15, -0.40, -1.35)
C (-6.84, 0.28, 0.92)
C (4.66, 5.71, -0.46)
C (0.35, -3.24, 0.37)
C (-0.77, -0.90, 0.89)
C (1.82, 1.20, 1.24)
C (5.95, -7.81, -2.92)
C (2.50, -4.81, -5.51)
C (-0.46, -1.80, -1.70)
B (0.23, -1.67, -0.20)
H (1.41, 5.61, -3.29)
H (-1.51, -2.23, -1.64)
H (2.30, 6.74, -4.33)
H (6.62, -7.89, -3.78)
H (0.17, -2.55, -2.31)
H (-5.65, -1.36, 6.55)
H (-6.61, 1.88, 2.56)
H (-4.98, -0.64, 5.08)
H (0.41, -3.25, 1.52)
H (-0.61, -3.81, 0.05)
H (-6.19, 0.26, 6.05)
H (4.35, 4.68, -0.63)
H (-2.35, -2.52, 0.37)
H (-1.21, -0.63, -3.44)
H (6.10, -6.85, -2.42)
H (-7.22, -0.80, -1.33)
H (0.47, -0.11, -2.94)
H (2.94, 0.76, -0.63)
H (1.80, 7.23, -2.68)
H (1.16, 1.06, -0.88)
H (-1.73, 4.64, 6.27)
H (1.67, -5.45, -5.22)
H (4.25, -9.16, -5.56)
H (5.29, 5.75, 0.43)
H (-3.17, -0.49, -0.68)
H (-6.13, 0.49, -2.08)
H (2.56, -3.95, 0.28)
H (-5.50, -1.21, -1.81)
H (-4.18, 3.14, 8.92)
H (1.82, -3.68, -1.36)
H (0.74, 1.57, 1.37)
H (2.01, 0.50, 2.11)
H (1.29, -5.16, -0.33)
H (3.78, 6.34, -0.30)
H (2.30, -1.47, 0.75)
H (-4.93, -2.01, 0.14)
H (2.64, -4.01, -4.78)
H (-2.44, -1.87, 2.10)
H (7.50, 7.04, -2.80)
H (-6.42, 2.50, 0.85)
H (-5.35, 4.17, 8.07)
H (7.16, 8.12, -4.19)
H (2.94, -9.68, -4.46)
H (-5.12, -1.14, 1.78)
H (-5.92, 2.92, 9.18)
H (-0.83, 0.23, 0.72)
H (-1.60, 3.06, 5.45)
H (2.29, 3.40, -0.44)
H (-0.26, -1.06, 1.92)
H (2.27, -4.34, -6.47)
H (2.59, -9.34, -6.16)
H (-8.12, 2.11, 1.46)
H (6.17, -8.62, -2.23)
H (-1.42, 3.17, 7.23)
H (7.81, 8.79, -2.69)
H (2.38, -1.49, -1.09)
H (-3.12, 0.50, 0.95)

Record 4
Computed, not measured: a 3-piece molecular cluster, C24H57BrIN2O4P2 overall, with ωB97M-V/def2-TZVPD.

Computed properties:
ΔE to the lowest compared entry with this formula, charge and spin = 23.70 kcal/mol
E_LUMO = -3.561 eV
Net charge = +1
Highest occupied orbital energy = -0.3386 hartree
Orbital gap = 5.654 eV

Atoms and positions in Å:
I (-4.43, 0.68, -7.52)
Br (-6.13, 2.17, -2.27)
P (-2.48, 2.33, -3.82)
P (-1.13, 0.62, -4.15)
O (-1.16, 0.23, -5.78)
O (0.42, 1.12, -3.84)
O (3.64, 2.57, -1.47)
O (-1.59, -0.54, -3.33)
N (-1.67, -0.61, 1.91)
N (4.01, -3.86, 6.02)
C (-4.52, 0.08, -4.55)
C (4.75, -3.66, 3.58)
C (4.35, -2.99, 4.90)
C (3.95, 1.23, -1.85)
C (1.95, 4.34, -1.84)
C (-0.65, -1.55, 2.33)
C (-0.92, -0.40, -0.53)
C (-3.01, -1.19, 1.85)
C (-1.32, 0.26, 0.80)
C (2.42, -5.57, 4.95)
C (0.87, 4.76, -2.90)
C (2.40, 2.88, -2.07)
C (-3.17, 2.34, -2.07)
C (5.04, -4.79, 6.44)
C (0.68, -0.90, 2.67)
C (-1.38, 3.85, -3.91)
C (6.36, -4.13, 6.77)
C (-3.26, -2.30, 0.83)
C (-4.48, 3.23, -1.99)
C (-4.61, 3.85, -0.55)
C (2.67, -4.45, 5.97)
C (-4.71, 1.35, -5.44)
C (-3.76, 2.56, -5.15)
C (-0.48, 4.02, -2.64)
H (4.91, 0.90, -1.43)
H (0.68, 5.85, -2.83)
H (-5.44, -0.53, -4.65)
H (3.88, -4.02, 3.02)
H (-1.00, -2.06, 3.23)
H (5.17, -2.34, 5.21)
H (1.37, -1.64, 3.06)
H (-1.78, -0.75, -1.08)
H (-0.41, 0.33, -1.16)
H (4.69, -5.30, 7.34)
H (-3.74, -0.39, 1.69)
H (-3.34, -1.91, -0.19)
H (2.80, 5.05, -1.91)
H (2.33, -5.18, 3.94)
H (2.50, 2.73, -3.18)
H (-0.48, -2.33, 1.57)
H (-0.23, -1.24, -0.39)
H (-1.03, 4.62, -1.88)
H (2.45, -4.84, 6.96)
H (1.48, -6.07, 5.19)
H (-4.40, 4.03, -2.75)
H (1.94, -3.65, 5.81)
H (-0.50, 0.90, 1.12)
H (-4.21, -2.80, 1.05)
H (3.14, 0.55, -1.51)
H (-5.77, 1.65, -5.38)
H (0.56, -0.12, 3.42)
H (7.06, -4.87, 7.17)
H (-3.21, 2.82, -6.08)
H (-0.93, 1.03, -6.27)
H (0.63, 1.82, -4.47)
H (1.31, 4.55, -3.90)
H (1.65, 2.13, -1.72)
H (5.44, -4.49, 3.72)
H (-4.40, 0.29, -3.47)
H (1.54, 4.46, -0.81)
H (4.03, 1.15, -2.96)
H (-3.24, -1.59, 2.84)
H (-3.35, 1.29, -1.76)
H (-3.64, 4.20, -0.16)
H (-0.25, 3.06, -2.12)
H (-2.00, 4.76, -4.02)
H (5.21, -5.58, 5.68)
H (-5.00, 3.05, 0.10)
H (-3.71, -0.55, -4.96)
H (3.21, -6.33, 4.97)
H (1.16, -0.45, 1.79)
H (3.52, -2.30, 4.71)
H (-2.15, 0.95, 0.61)
H (-0.73, 3.80, -4.81)
H (5.25, -2.93, 2.93)
H (6.83, -3.68, 5.89)
H (-2.47, 2.77, -1.34)
H (-2.48, -3.07, 0.84)
H (-5.37, 4.64, -0.62)
H (-4.37, 3.45, -4.90)
H (6.24, -3.35, 7.52)

Record 5
Computed, not measured: C24H57N8O13SV2 as an isolated structure, with ωB97M-V/def2-TZVPD.

Computed properties:
ΔE to the lowest compared entry with this formula, charge and spin = 0.00 kcal/mol
Multiplicity = 7
E_LUMO (spin up / spin down) = -3.367 / -3.449 eV
Net charge = +1
Highest occupied orbital energy (spin up / spin down) = -0.3459 / -0.3838 hartree
Orbital gap (spin up / spin down) = 6.046 / 6.993 eV

Atoms and positions in Å:
V (-0.47, 2.09, 2.41)
V (-0.24, -2.22, -0.84)
S (-0.28, -0.22, 0.99)
O (-1.28, -0.72, -2.02)
O (-1.01, 1.04, 0.68)
O (0.21, 0.04, 2.35)
O (-1.10, -1.46, 0.89)
O (3.64, 0.68, -2.46)
O (-2.04, 4.06, -1.90)
O (-2.28, 1.64, 3.27)
O (1.38, -2.05, -2.26)
O (-2.39, -1.49, 4.01)
O (1.58, 2.53, 2.01)
O (3.65, -2.39, 2.63)
O (-4.29, -0.61, 1.66)
O (0.81, -0.46, 0.01)
N (-1.01, -3.23, 3.57)
N (3.80, 2.19, 1.73)
N (-5.43, -1.64, -0.02)
N (2.41, 2.50, -1.87)
N (2.95, -2.60, -3.82)
N (-3.80, 3.05, -0.84)
N (-1.44, 0.58, -3.89)
N (3.16, -1.03, 4.41)
C (-4.68, 3.08, -1.98)
C (-1.49, -0.51, -4.80)
C (-1.32, -2.01, 4.11)
C (-1.75, 1.90, -4.43)
C (0.22, -3.94, 3.92)
C (-4.27, 2.34, 0.34)
C (2.01, -2.93, -4.85)
C (2.53, 1.92, 1.49)
C (-5.35, -2.62, -1.09)
C (2.33, 0.02, 4.93)
C (4.20, -1.54, 5.26)
C (2.99, -1.51, 3.15)
C (4.87, 1.50, 1.00)
C (4.18, 3.19, 2.71)
C (3.47, 3.43, -2.17)
C (4.37, -2.62, -4.17)
C (1.10, 3.09, -1.63)
C (-1.38, 0.38, -2.57)
C (2.56, -2.11, -2.66)
C (-2.54, 3.52, -0.93)
C (-6.75, -1.35, 0.53)
C (2.60, 1.18, -2.10)
C (-1.76, -3.82, 2.51)
C (-4.31, -1.20, 0.62)
H (2.93, 0.86, 5.27)
H (-6.11, -3.38, -0.95)
H (4.36, 2.89, -2.48)
H (-7.22, -2.29, 0.83)
H (1.17, 3.84, -0.84)
H (3.15, 4.12, -2.96)
H (-2.73, 1.88, -4.92)
H (3.39, -1.71, -2.07)
H (4.39, 2.74, 3.68)
H (1.70, 0.60, -1.84)
H (3.72, 4.05, -1.30)
H (0.56, -3.63, 4.90)
H (-5.47, -2.16, -2.07)
H (5.06, 3.72, 2.34)
H (-6.61, -0.72, 1.40)
H (4.99, -2.72, -3.28)
H (5.53, 2.25, 0.57)
H (-1.11, -1.43, -4.34)
H (3.87, -2.28, 5.98)
H (4.43, 0.90, 0.20)
H (-4.94, 2.05, -2.29)
H (-2.18, -4.77, 2.86)
H (3.41, 3.95, 2.77)
H (4.54, -3.44, -4.86)
H (1.73, -0.30, 5.79)
H (0.00, -5.01, 4.00)
H (5.07, -1.90, 4.70)
H (-5.65, 3.52, -1.75)
H (-0.45, -1.59, 4.65)
H (-4.97, 2.95, 0.91)
H (-4.40, -3.15, -1.00)
H (2.39, 1.09, 0.80)
H (-2.52, -0.73, -5.11)
H (5.45, 0.89, 1.70)
H (-3.38, -1.44, 0.06)
H (0.36, 2.34, -1.36)
H (4.63, -1.67, -4.64)
H (-4.26, 3.63, -2.82)
H (-1.17, -4.05, 1.61)
H (-3.46, 2.13, 1.04)
H (1.00, -2.90, -4.45)
H (4.66, -0.70, 5.81)
H (-1.70, 2.66, -3.66)
H (-2.62, -3.24, 2.18)
H (1.63, 0.37, 4.16)
H (-7.37, -0.83, -0.20)
H (1.01, -3.79, 3.18)
H (2.22, -3.90, -5.30)
H (-2.41, 2.50, 3.71)
H (0.83, 3.55, -2.58)
H (-4.73, 1.40, 0.06)
H (2.17, -0.98, 2.64)
H (2.02, -2.19, -5.65)
H (-0.91, -0.33, -5.71)
H (-1.95, 3.27, -0.04)
H (-1.40, 1.33, -2.02)
H (-1.02, 2.10, -5.22)